--- a ---
Molecular formula: CH11NO3
Method: DFT, the ωB97M-V functional and the def2-TZVPD basis

The value obtained for the HOMO energy is -9.962 eV. The LUMO energy comes out at 0.8 eV. Its SMILES is CN.O.O.O. The HOMO-LUMO gap is 10.759 eV.

XYZ file:
```
16
CH11NO3 the ωB97M-V functional and the def2-TZVPD basis
C 1.974 1.010 -0.327
N 0.520 1.174 -0.047
H 2.161 0.451 -1.238
H 2.413 2.006 -0.354
H 2.444 0.479 0.500
H 0.006 0.572 -0.689
H 0.269 2.109 -0.344
H -1.235 -1.435 1.241
H -2.435 -1.620 0.476
O -1.550 -2.001 0.516
H -0.044 -2.264 -2.214
H -0.254 -1.671 -0.839
O 0.231 -1.515 -1.671
H -0.852 0.671 1.279
H -2.025 1.453 1.822
O -1.623 0.580 1.889
```

--- b ---
Molecular formula: CH11NO3
Method: DFT, the ωB97M-V functional and the def2-TZVPD basis

The value obtained for the HOMO energy is -9.901 eV. The LUMO energy comes out at 0.6 eV. Its SMILES is CN.O.O.O. The HOMO-LUMO gap is 10.535 eV.

XYZ file:
```
16
CH11NO3 the ωB97M-V functional and the def2-TZVPD basis
C -0.357 -1.740 -0.498
N -0.599 -0.794 0.644
H 0.004 -1.238 -1.392
H -1.276 -2.276 -0.737
H 0.412 -2.461 -0.222
H -1.481 -0.311 0.558
H -0.526 -1.435 1.426
H -0.209 2.502 0.297
H 0.254 1.072 0.115
O 0.271 1.936 -0.330
H -1.941 1.339 -2.528
H -0.711 0.860 -1.711
O -1.623 0.641 -1.942
H 1.601 -0.617 2.566
H 2.448 -0.907 1.439
O 2.365 -0.234 2.125
```

--- c ---
Molecular formula: CH11NO3
Method: DFT, the ωB97M-V functional and the def2-TZVPD basis

The value obtained for the HOMO energy is -9.742 eV. The LUMO energy comes out at 0.9 eV. Its SMILES is CN.O.O.O. The HOMO-LUMO gap is 10.620 eV.

XYZ file:
```
16
CH11NO3 the ωB97M-V functional and the def2-TZVPD basis
C 1.311 -1.378 1.075
N 1.144 -1.266 -0.405
H 1.707 -2.385 1.270
H 2.088 -0.683 1.452
H 0.366 -1.210 1.619
H 0.207 -1.480 -0.696
H 1.850 -1.840 -0.822
H -0.499 1.942 -0.078
H -1.907 2.690 0.509
O -1.451 2.024 -0.117
H -2.982 -0.830 -0.304
H -1.642 -0.306 -0.947
O -2.070 -1.066 -0.506
H 1.180 0.467 -0.020
H 2.025 1.618 -0.537
O 1.238 1.435 -0.009
```

The calculated energies rank the structures as follows, beginning with the most stable: a, c, b.

--- a ---
Molecular formula: C2H3Cl2F
Method: DFT, the ωB97M-V functional and the def2-TZVPD basis

The value obtained for the HOMO energy is -9.864 eV. The LUMO energy comes out at 0.7 eV. The HOMO-LUMO gap is 10.554 eV.

XYZ file:
```
8
C2H3Cl2F the ωB97M-V functional and the def2-TZVPD basis
C 0.318 -0.010 0.250
C 1.338 -0.309 -0.555
H 1.827 -1.287 -0.416
H 1.687 0.413 -1.256
H -2.266 0.723 0.633
F -0.189 -0.833 1.165
Cl -0.471 1.530 0.343
Cl -2.244 -0.228 -0.165
```

--- b ---
Molecular formula: C2H3Cl2F
Method: DFT, the ωB97M-V functional and the def2-TZVPD basis

The value obtained for the HOMO energy is -11.117 eV. The LUMO energy comes out at -0.2 eV. The HOMO-LUMO gap is 10.949 eV.

XYZ file:
```
8
C2H3Cl2F the ωB97M-V functional and the def2-TZVPD basis
C -0.062 0.152 -0.837
C 0.173 -0.042 0.707
H -1.149 -0.811 -1.511
H -0.438 1.759 -1.202
H 1.070 -0.290 -1.192
F -0.593 -1.242 0.864
Cl 1.677 -0.487 1.483
Cl -0.678 0.961 1.689
```

The calculated energies rank the structures as follows, beginning with the most stable: a, b.

--- a ---
Molecular formula: C2H4INO2
Method: DFT, the ωB97M-V functional and the def2-TZVPD basis

The value obtained for the HOMO energy is -9.677 eV. The LUMO energy comes out at 0.7 eV. Its SMILES is C#[N+][O-].C=O.I. The HOMO-LUMO gap is 10.375 eV.

XYZ file:
```
10
C2H4INO2 the ωB97M-V functional and the def2-TZVPD basis
C -0.621 -1.781 1.780
C -1.031 1.791 -0.440
N 0.231 -1.707 0.995
O -1.565 0.963 0.209
O 0.899 -1.539 0.041
I 2.596 0.609 -2.418
H 1.864 -0.229 -1.231
H -0.968 -2.437 2.615
H -0.153 1.526 -1.073
H -1.253 2.804 -0.477
```

--- b ---
Molecular formula: C2H4INO2
Method: DFT, the ωB97M-V functional and the def2-TZVPD basis

The value obtained for the HOMO energy (spin up / spin down) is -7.744 / -8.577 eV. The LUMO energy (spin up / spin down) comes out at -0.6 / -0.2 eV. The HOMO-LUMO gap (spin up / spin down) is 7.097 / 8.412 eV.

XYZ file:
```
10
C2H4INO2 the ωB97M-V functional and the def2-TZVPD basis
C -0.045 0.674 -0.343
C -1.669 -0.956 0.279
N 2.440 1.044 -0.526
O -0.610 1.664 -0.705
O -0.254 -0.451 0.184
I 3.306 -0.655 0.031
H -2.450 -0.127 0.089
H -1.675 -1.334 1.312
H -1.799 -1.673 -0.425
H 2.758 1.815 0.104
```

The calculated energies rank the structures as follows, beginning with the most stable: a, b.

--- a ---
Molecular formula: H26O13
Method: DFT, the ωB97M-V functional and the def2-TZVPD basis

The value obtained for the HOMO energy is -11.250 eV. The LUMO energy comes out at -0.2 eV. The HOMO-LUMO gap is 11.041 eV.

XYZ file:
```
39
H26O13 the ωB97M-V functional and the def2-TZVPD basis
O -3.611 -1.492 -5.713
H -3.291 -0.596 -5.816
H -4.441 -1.398 -5.246
O 0.089 4.593 -3.854
H 0.768 5.267 -3.847
H -0.214 4.568 -4.762
O 4.989 -0.016 4.844
H 4.577 -0.815 5.173
H 4.496 0.199 4.052
O -2.460 0.567 5.284
H -2.946 0.119 4.593
H -3.135 0.934 5.855
O -3.827 -4.902 -2.416
H -3.328 -4.126 -2.672
H -3.255 -5.364 -1.803
O -3.937 2.796 -2.096
H -4.471 3.559 -2.316
H -3.045 3.050 -2.332
O 0.467 -0.621 -0.584
H -0.286 -0.090 -0.845
H 0.497 -0.541 0.370
O 5.637 -2.735 0.820
H 6.074 -1.907 1.020
H 4.941 -2.497 0.207
O 1.134 -3.042 4.562
H 1.266 -3.918 4.924
H 0.454 -2.654 5.114
O 1.141 3.755 3.106
H 0.696 4.586 2.940
H 0.442 3.157 3.370
O 4.764 3.375 0.123
H 3.879 3.311 0.481
H 4.740 2.846 -0.674
O 2.508 -2.019 -5.044
H 2.027 -1.821 -4.241
H 2.430 -2.968 -5.143
O -5.126 -1.094 1.221
H -4.985 -0.357 0.626
H -5.660 -1.709 0.718
```

--- b ---
Molecular formula: H26O13
Method: DFT, the ωB97M-V functional and the def2-TZVPD basis

The value obtained for the HOMO energy is -10.521 eV. The LUMO energy comes out at 0.0 eV. The HOMO-LUMO gap is 10.484 eV.

XYZ file:
```
39
H26O13 the ωB97M-V functional and the def2-TZVPD basis
O -0.845 -2.075 2.587
H -1.096 -2.869 1.998
H -0.151 -2.616 3.045
O -1.054 3.347 2.201
H -0.811 2.555 1.788
H -1.485 2.828 2.973
O 1.892 1.477 3.724
H 2.733 1.869 3.169
H 1.407 1.782 2.981
O -2.106 -0.253 -3.097
H -2.327 -1.037 -3.454
H -2.672 -0.133 -2.298
O -0.792 -0.738 -0.151
H -0.121 -0.067 -0.140
H -1.623 -0.246 -0.111
O -1.979 0.296 2.017
H -2.615 -0.247 2.335
H -1.183 -0.019 2.418
O 1.866 1.755 -2.693
H 1.772 0.846 -2.548
H 1.112 2.349 -2.836
O 1.135 2.403 0.729
H 1.908 2.567 1.400
H 1.135 1.539 0.435
O 0.368 -0.541 -3.232
H 0.260 0.418 -3.564
H 1.284 -0.715 -3.712
O 1.545 -3.023 0.310
H 1.554 -3.723 -0.353
H 0.657 -2.626 0.356
O -0.719 2.247 -1.216
H 0.029 2.493 -0.614
H -1.454 2.367 -0.727
O -1.415 -3.181 -0.408
H -1.151 -2.478 -0.987
H -2.074 -3.912 -0.653
O 1.996 -0.708 -0.533
H 2.480 -1.073 0.175
H 2.538 -0.860 -1.314
```

--- c ---
Molecular formula: H26O13
Method: DFT, the ωB97M-V functional and the def2-TZVPD basis

The value obtained for the HOMO energy is -10.369 eV. The LUMO energy comes out at -0.1 eV. The HOMO-LUMO gap is 10.315 eV.

XYZ file:
```
39
H26O13 the ωB97M-V functional and the def2-TZVPD basis
O 2.692 -2.665 -0.949
H 2.440 -3.590 -1.024
H 2.947 -2.547 -0.012
O 0.516 -0.684 0.975
H 1.140 -0.930 0.273
H 0.125 0.166 0.682
O -2.886 0.728 -0.862
H -3.174 0.460 0.051
H -3.727 0.884 -1.309
O 0.243 1.911 -0.082
H -0.350 1.964 -0.847
H 1.106 2.195 -0.414
O -2.466 3.276 0.473
H -3.046 2.810 -0.133
H -1.631 2.775 0.488
O -1.731 1.346 2.937
H -2.390 2.051 2.841
H -1.236 1.567 3.734
O -3.489 -0.541 1.578
H -2.963 -1.318 1.328
H -2.918 0.033 2.117
O -0.844 -0.057 -2.670
H -1.532 -0.042 -1.977
H -1.362 0.012 -3.483
O 1.845 1.034 2.913
H 0.983 0.808 2.536
H 1.836 1.988 3.035
O 3.354 0.078 -1.889
H 2.824 0.499 -2.582
H 2.922 -0.776 -1.745
O -1.410 -2.762 0.613
H -1.341 -2.951 -0.328
H -0.739 -2.073 0.777
O 1.633 0.011 -4.129
H 0.724 -0.158 -3.821
H 1.527 0.367 -5.018
O 3.360 -2.301 1.807
H 2.798 -1.527 1.964
H 4.220 -2.042 2.153
```

--- d ---
Molecular formula: H26O13
Method: DFT, the ωB97M-V functional and the def2-TZVPD basis

The value obtained for the HOMO energy is -10.081 eV. The LUMO energy comes out at -0.9 eV. The HOMO-LUMO gap is 9.165 eV.

XYZ file:
```
39
H26O13 the ωB97M-V functional and the def2-TZVPD basis
H 0.665 -1.017 -0.028
H -0.404 -0.070 0.491
H -1.868 -1.281 4.874
H -1.070 -1.163 3.586
H -4.851 0.181 -0.659
H -3.792 -0.532 -1.484
H -1.646 -0.288 -5.339
H -1.441 -0.345 -3.834
H 0.216 -1.603 -2.106
H 1.148 -0.425 -2.334
H 1.783 -0.196 2.176
H 3.221 -0.508 1.796
H 2.951 -0.270 -1.728
H 2.921 -0.385 -0.213
H -2.882 -0.412 1.096
H -3.563 -1.683 1.577
H -1.315 3.702 -0.697
H -0.756 5.114 -0.760
H 0.469 -0.362 3.924
H 0.454 -1.450 2.862
H 3.895 2.299 0.256
H 3.383 3.325 1.254
H 0.398 -4.216 1.943
H 1.150 -3.630 0.759
H 0.335 2.155 -2.708
H 1.851 2.259 -2.664
O 0.380 -0.097 -0.069
O -1.876 -0.850 4.012
O -4.718 -0.265 -1.503
O -2.098 -0.123 -4.503
O 0.222 -0.642 -2.180
O 2.425 -0.074 1.468
O 3.521 -0.425 -0.967
O -3.432 -1.142 0.790
O -1.519 4.587 -1.022
O 0.396 -0.494 2.972
O 3.146 2.491 0.832
O 1.188 -4.344 1.406
O 1.113 2.179 -3.278
```

The calculated energies rank the structures as follows, beginning with the most stable: c, a, d, b.

--- a ---
Molecular formula: H26O13
Method: DFT, the ωB97M-V functional and the def2-TZVPD basis

The value obtained for the HOMO energy is -7.956 eV. The LUMO energy comes out at -0.1 eV. The HOMO-LUMO gap is 7.831 eV.

XYZ file:
```
39
H26O13 the ωB97M-V functional and the def2-TZVPD basis
H 0.445 -0.452 -0.297
H 0.971 -1.698 0.397
H -1.755 2.976 -0.006
H -0.829 3.607 -1.033
H -1.830 0.599 3.762
H -1.691 -0.588 4.702
H -1.688 0.197 -2.408
H -0.597 -0.832 -2.163
H -2.111 -1.111 3.194
H -2.851 -1.976 2.187
H -3.295 1.030 -1.142
H -1.899 0.985 -0.543
H 2.021 4.095 -2.141
H 1.468 2.681 -2.217
H 1.454 -0.724 5.012
H 1.714 -2.165 4.606
H 2.083 0.423 -5.649
H 1.715 -0.138 -4.285
H 0.341 -4.114 -0.310
H -0.235 -3.764 -1.672
H 1.842 -4.556 1.264
H 2.444 -3.351 0.561
H 2.415 2.552 1.850
H 2.192 1.579 0.704
H 0.024 1.515 -1.887
H 1.239 0.640 -2.147
O 0.180 -1.154 0.309
O -0.840 2.971 -0.308
O -2.327 0.068 4.395
O -0.760 0.118 -2.160
O -2.933 -1.160 2.693
O -2.809 1.221 -0.331
O 1.496 3.513 -2.703
O 1.168 -1.401 4.389
O 1.775 0.690 -4.775
O 0.451 -3.503 -1.047
O 1.713 -3.976 0.505
O 1.883 1.791 1.592
O 0.557 1.147 -2.601
```

--- b ---
Molecular formula: H26O13
Method: DFT, the ωB97M-V functional and the def2-TZVPD basis

The value obtained for the HOMO energy is -10.839 eV. The LUMO energy comes out at -0.1 eV. The HOMO-LUMO gap is 10.695 eV.

XYZ file:
```
39
H26O13 the ωB97M-V functional and the def2-TZVPD basis
O 20.155 -11.740 22.793
H 19.876 -12.371 23.458
H 20.595 -12.270 22.129
O 21.970 -9.005 18.205
H 21.080 -9.355 18.158
H 21.853 -8.085 18.442
O 30.272 -11.224 20.921
H 30.047 -11.759 20.160
H 31.199 -11.406 21.077
O 29.809 -13.533 17.430
H 29.021 -13.747 16.931
H 30.245 -14.375 17.563
O 25.616 -11.319 20.214
H 26.344 -10.920 19.735
H 24.832 -10.935 19.821
O 24.174 -14.476 23.265
H 24.984 -14.007 23.068
H 23.554 -14.175 22.601
O 25.538 -5.540 18.779
H 26.020 -5.132 19.498
H 26.083 -6.282 18.516
O 27.753 -15.507 20.457
H 26.963 -15.624 19.930
H 28.245 -14.823 20.003
O 28.081 -11.644 24.077
H 28.556 -11.458 23.268
H 28.466 -12.460 24.399
O 23.701 -9.769 14.522
H 23.303 -9.475 15.341
H 23.110 -9.449 13.840
O 28.497 -8.255 18.185
H 29.005 -7.803 17.511
H 29.101 -8.902 18.547
O 23.534 -9.509 23.971
H 24.246 -10.146 24.040
H 22.827 -9.986 23.537
O 21.871 -14.337 19.860
H 21.150 -14.949 19.713
H 22.602 -14.705 19.364
```

The calculated energies rank the structures as follows, beginning with the most stable: b, a.

--- a ---
Molecular formula: H26O13
Method: DFT, the ωB97M-V functional and the def2-TZVPD basis

The value obtained for the HOMO energy is -10.025 eV. The LUMO energy comes out at -0.6 eV. The HOMO-LUMO gap is 9.440 eV.

XYZ file:
```
39
H26O13 the ωB97M-V functional and the def2-TZVPD basis
O 7.023 -20.306 -7.387
H 6.579 -21.143 -7.517
H 7.941 -20.488 -7.587
O 7.246 -17.229 -9.219
H 7.958 -17.802 -8.932
H 7.578 -16.814 -10.015
O 5.934 -19.865 -10.081
H 6.304 -19.644 -10.935
H 6.369 -19.270 -9.470
O 6.744 -18.781 -13.770
H 5.909 -18.318 -13.704
H 6.919 -18.827 -14.710
O 9.462 -19.538 -8.793
H 10.307 -19.986 -8.808
H 8.923 -20.021 -9.419
O 8.372 -19.114 -11.715
H 7.980 -18.866 -12.552
H 9.191 -18.620 -11.677
O 4.538 -21.601 -12.042
H 4.928 -21.766 -12.900
H 5.285 -21.530 -11.448
O 3.523 -18.473 -11.248
H 3.282 -17.560 -11.090
H 4.195 -18.660 -10.593
O 7.291 -21.774 -13.412
H 7.558 -21.961 -14.312
H 7.168 -20.825 -13.392
O 7.049 -22.685 -8.715
H 6.279 -23.122 -9.079
H 7.512 -22.339 -9.478
O 8.555 -21.994 -10.697
H 8.183 -21.868 -11.570
H 9.500 -22.034 -10.842
O 4.304 -21.313 -8.571
H 4.950 -20.730 -8.970
H 4.267 -22.068 -9.158
O 3.888 -18.406 -8.050
H 3.647 -19.331 -8.091
H 3.059 -17.938 -8.149
```

--- b ---
Molecular formula: H26O13
Method: DFT, the ωB97M-V functional and the def2-TZVPD basis

The value obtained for the HOMO energy is -10.248 eV. The LUMO energy comes out at -0.4 eV. The HOMO-LUMO gap is 9.798 eV.

XYZ file:
```
39
H26O13 the ωB97M-V functional and the def2-TZVPD basis
H -0.216 -0.394 0.721
H -1.362 0.457 0.301
H -1.071 -0.530 2.421
H -1.726 -0.161 3.662
H 0.878 0.802 -1.196
H 1.041 1.835 -0.168
H -0.846 3.322 0.242
H -0.689 3.832 -1.162
H 4.695 1.834 -0.974
H 3.606 1.627 -0.031
H -3.760 -1.578 -3.325
H -4.027 -0.175 -2.930
H -3.477 2.012 -1.028
H -3.966 1.445 0.369
H 2.708 -3.754 0.695
H 1.911 -2.751 -0.215
H 2.553 3.148 1.698
H 1.382 3.423 2.439
H -3.375 -2.911 3.905
H -3.599 -3.125 2.383
H -0.672 -0.138 -2.010
H -1.380 -1.361 -2.823
H 1.871 -1.682 -1.931
H 2.625 -1.727 -3.245
H 3.436 -1.149 1.757
H 4.211 -0.856 0.501
O -1.104 -0.544 0.327
O -0.891 -0.353 3.347
O 0.557 1.085 -0.313
O -1.323 3.458 -0.585
O 3.903 1.298 -0.943
O -3.813 -0.977 -2.595
O -3.291 2.047 -0.103
O 1.828 -3.567 0.273
O 1.941 2.708 2.358
O -2.920 -2.909 3.068
O -0.975 -0.437 -2.871
O 1.942 -2.110 -2.816
O 3.393 -1.143 0.799
```

--- c ---
Molecular formula: H26O13
Method: DFT, the ωB97M-V functional and the def2-TZVPD basis

The value obtained for the HOMO energy is -10.219 eV. The LUMO energy comes out at -0.3 eV. The HOMO-LUMO gap is 9.931 eV.

XYZ file:
```
39
H26O13 the ωB97M-V functional and the def2-TZVPD basis
H -0.769 0.420 0.503
H 0.032 -0.578 -0.316
H 5.211 1.692 1.056
H 3.863 2.143 1.594
H -1.518 4.765 -2.412
H -1.798 4.173 -1.040
H 0.077 -3.823 2.109
H 0.358 -5.082 2.912
H -1.253 0.715 -1.290
H -0.747 -0.204 -2.389
H -3.669 1.545 -0.818
H -4.721 2.092 -1.769
H -1.573 2.763 2.324
H -0.123 3.049 2.680
H 0.811 -2.149 -4.879
H 0.229 -3.072 -3.821
H -1.831 -0.426 3.372
H -2.900 -1.505 3.419
H -2.300 -3.271 1.506
H -1.786 -2.314 2.569
H 1.398 -0.755 -3.884
H 2.916 -0.684 -3.836
H 2.716 1.900 0.369
H 2.262 0.825 -0.605
H 3.177 -1.237 1.294
H 1.769 -0.862 0.860
O 0.135 0.153 0.303
O 4.603 2.439 1.053
O -1.077 4.389 -1.642
O 0.759 -4.249 2.640
O -1.559 0.115 -1.980
O -4.622 1.648 -0.919
O -0.725 2.995 1.929
O -0.004 -2.337 -4.400
O -2.258 -1.046 3.973
O -1.546 -3.113 2.085
O 2.159 -1.076 -3.387
O 1.936 1.575 -0.094
O 2.368 -1.614 0.929
```

The calculated energies rank the structures as follows, beginning with the most stable: a, c, b.